# 1
A gas-phase ion, C4H10N2 (charge +1), computed with ωB97M-V/def2-TZVPD.

Results
ΔE to the lowest compared entry with this formula, charge and spin = 2.313 eV
net charge = +1
HOMO energy (alpha / beta) = -15.70 / -15.64 eV
<S²> = 0.78
multiplicity = 2

Element x y z (Å)
1 C -0.551 -2.378 -0.340
2 C -1.195 -1.107 -0.851
3 C -0.276 0.128 -0.698
4 N -0.315 0.675 0.674
5 C 0.717 1.468 1.028
6 N 1.723 1.615 0.210
7 H -1.286 -3.181 -0.408
8 H -0.137 -2.162 0.657
9 H 0.276 -2.629 -1.004
10 H -1.176 -1.267 -1.949
11 H -2.238 -0.965 -0.568
12 H -0.662 0.949 -1.303
13 H 0.750 -0.144 -0.998
14 H -0.531 -0.059 1.350
15 H 0.788 1.892 2.024
16 H 2.315 2.440 0.356

Mulliken population analysis, charges in e, atoms 1 to 4:
1 C -0.97
2 C -0.66
3 C -0.47
4 N -0.14



# 2
A molecular structure, C30H41ClN3NiO4, computed with ωB97M-V/def2-TZVPD.

Results
net charge = -1
HOMO energy (alpha / beta) = -3.20 / -3.36 eV
<S²> = 2.05
multiplicity = 3

Element x y z (Å)
1 O 2.086 -0.827 -3.213
2 C 1.129 -0.493 -3.906
3 C 0.568 0.849 -3.948
4 C 0.948 1.834 -3.029
5 H 1.454 1.548 -2.116
6 C 0.785 3.172 -3.366
7 H 1.172 3.952 -2.707
8 C 0.190 3.516 -4.586
9 H 0.132 4.569 -4.881
10 C -0.452 2.519 -5.338
11 H -1.035 2.788 -6.214
12 C -0.255 1.179 -5.029
13 H -0.622 0.379 -5.670
14 H 0.544 -1.276 -4.438
15 C -2.691 -2.351 -1.662
16 C -3.043 -0.962 -1.238
17 H -3.173 -2.601 -2.629
18 H -3.060 -3.051 -0.888
19 H -1.600 -2.498 -1.817
20 C -3.575 0.096 -1.884
21 C -4.944 0.746 -1.993
22 H -2.827 0.598 -2.539
23 H -4.844 1.435 -2.836
24 H -5.195 1.351 -1.107
25 H -5.780 0.083 -2.283
26 Ni -1.831 -0.087 -0.185
27 Cl -3.380 0.071 1.331
28 C -1.371 -1.120 3.684
29 O -0.757 -2.031 3.147
30 N -1.358 -0.865 5.017
31 C -0.720 -1.827 5.889
32 C -2.191 0.162 5.621
33 H -1.988 -0.395 3.107
34 H -0.059 -2.452 5.286
35 H -1.468 -2.463 6.384
36 H -0.150 -1.297 6.660
37 H -2.412 0.929 4.869
38 H -1.662 0.614 6.471
39 H -3.147 -0.252 5.985
40 H 5.116 1.195 -2.067
41 H 4.634 1.993 0.481
42 C 4.021 1.231 -1.962
43 C 3.679 1.446 0.495
44 N 3.588 0.630 -0.705
45 H 3.569 0.687 -2.797
46 C 3.261 -0.687 -0.600
47 O 2.781 -1.213 0.413
48 H 3.620 0.807 1.383
49 H 3.440 -1.261 -1.535
50 H 3.688 2.276 -1.979
51 H 2.853 2.177 0.519
52 H -0.119 -6.108 0.763
53 H 2.172 -5.932 -0.671
54 C -0.520 -5.445 -0.022
55 C 1.574 -5.275 -1.315
56 N 0.522 -4.612 -0.581
57 H -1.320 -4.816 0.387
58 C 0.658 -3.319 -0.176
59 O -0.105 -2.729 0.599
60 H 2.222 -4.521 -1.768
61 H 1.516 -2.816 -0.656
62 H -0.907 -6.091 -0.820
63 H 1.140 -5.907 -2.095
64 C 1.601 2.319 3.850
65 C 1.499 0.982 3.417
66 C 0.766 0.662 2.283
67 C 0.107 1.662 1.532
68 C -0.687 1.457 0.387
69 C -1.096 2.501 -0.418
70 C -0.860 3.848 -0.043
71 C -0.230 4.105 1.161
72 C 0.270 3.045 1.945
73 C 0.989 3.325 3.125
74 H 2.171 2.570 4.746
75 H 2.014 0.201 3.976
76 H 0.723 -0.368 1.924
77 H -1.592 2.272 -1.362
78 H -1.180 4.665 -0.690
79 H -0.050 5.121 1.510
80 H 1.056 4.378 3.418

Mulliken population analysis, charges in e, atoms 1 to 4:
1 O -0.44
2 C -0.48
3 C 0.63
4 C 0.07



# 3
C19H28N2O3 in the gas phase, computed with ωB97M-V/def2-TZVPD.

Results
ΔE to the lowest compared entry with this formula, charge and spin = 0.848 eV
HOMO energy = -8.15 eV
SMILES = CCOC(=O)C1CCN(CCC(=O)Nc2cc(C)cc(C)c2)CC1

Element x y z (Å)
1 C -0.330 1.776 3.379
2 C 0.340 0.410 3.320
3 H 0.203 -0.124 4.266
4 H 1.404 0.499 3.091
5 O -0.201 -0.372 2.260
6 C -1.282 -1.105 2.512
7 O -1.824 -1.173 3.586
8 C -1.727 -1.865 1.277
9 C -1.766 -0.949 0.052
10 C -2.134 -1.763 -1.193
11 N -1.308 -2.923 -1.427
12 C -1.191 -3.767 -0.260
13 C -0.753 -3.020 1.006
14 H 0.251 -2.612 0.890
15 H -0.749 -3.711 1.851
16 H -2.179 -4.210 -0.076
17 H -0.496 -4.578 -0.483
18 C -0.200 -2.854 -2.336
19 C 1.217 -2.530 -1.799
20 C 1.417 -1.199 -1.095
21 O 1.935 -1.129 -0.002
22 N 0.998 -0.127 -1.824
23 C 0.968 1.225 -1.461
24 C 1.569 1.704 -0.304
25 C 1.512 3.057 0.001
26 C 0.842 3.921 -0.854
27 C 0.233 3.457 -2.012
28 C 0.304 2.106 -2.310
29 H -0.164 1.730 -3.210
30 C -0.472 4.411 -2.929
31 H 0.256 5.015 -3.471
32 H -1.108 5.088 -2.361
33 H -1.084 3.879 -3.653
34 H 0.795 4.974 -0.616
35 C 2.190 3.587 1.228
36 H 2.471 2.779 1.898
37 H 1.541 4.280 1.761
38 H 3.094 4.128 0.947
39 H 2.075 1.018 0.354
40 H 0.575 -0.325 -2.720
41 H 1.900 -2.558 -2.653
42 H 1.529 -3.307 -1.100
43 H -0.473 -2.145 -3.124
44 H -0.115 -3.841 -2.812
45 H -3.164 -2.126 -1.071
46 H -2.112 -1.124 -2.078
47 H -0.791 -0.481 -0.063
48 H -2.506 -0.158 0.195
49 H -2.724 -2.271 1.478
50 H -0.259 2.265 2.410
51 H -1.379 1.662 3.642
52 H 0.157 2.393 4.130

Mulliken population analysis, charges in e, atoms 1 to 4:
1 C -1.09
2 C -0.45
3 H 0.41
4 H 0.33



# 4
C5H14I2N2Si in the gas phase, computed with ωB97M-V/def2-TZVPD.

Results
ΔE to the lowest compared entry with this formula, charge and spin = 0.000 eV
HOMO energy = -8.96 eV
SMILES = CN[Si](I)(I)NC(C)(C)C

Element x y z (Å)
1 C -0.782 -1.597 0.986
2 C 0.926 -2.549 -0.655
3 C 1.479 -0.555 0.672
4 C -1.020 3.202 0.603
5 C 0.312 -1.294 0.003
6 N -0.795 1.844 0.347
7 N -0.324 -0.504 -1.056
8 Si -0.434 1.197 -1.129
9 I -2.427 1.542 -2.616
10 I 1.585 2.092 -2.373
11 H -0.824 -0.712 1.688
12 H -1.577 -1.961 0.435
13 H -0.386 -2.362 1.741
14 H 1.799 -2.430 -1.249
15 H 0.084 -3.018 -1.178
16 H 1.143 -3.150 0.167
17 H 1.281 0.335 1.240
18 H 1.977 -1.282 1.213
19 H 2.082 -0.087 -0.035
20 H -0.176 3.834 0.743
21 H -1.553 3.813 -0.223
22 H -1.584 3.328 1.455
23 H -0.376 1.342 1.206
24 H -0.407 -1.030 -1.985

Mulliken population analysis, charges in e, atoms 1 to 4:
1 C -1.45
2 C -1.99
3 C -1.76
4 C -1.08



# 5
16 unconnected molecules or ions with the total composition C52H142N6O30, computed with ωB97M-V/def2-TZVPD.

Results
net charge = +1
HOMO energy (alpha / beta) = -10.19 / -10.19 eV
<S²> = 0.76
multiplicity = 2

Element x y z (Å)
1 C 9.569 -31.623 -31.447
2 O 9.517 -30.225 -31.110
3 C 10.671 -29.625 -30.515
4 C 10.368 -28.276 -29.935
5 N 9.572 -28.430 -28.762
6 C 9.052 -27.157 -28.348
7 C 8.983 -27.255 -26.849
8 O 10.234 -27.234 -26.174
9 C 10.201 -27.103 -24.761
10 H 10.514 -31.941 -31.888
11 H 8.685 -31.781 -32.065
12 H 9.520 -32.150 -30.494
13 H 11.464 -29.610 -31.262
14 H 11.023 -30.322 -29.754
15 H 9.824 -27.758 -30.725
16 H 11.311 -27.787 -29.689
17 H 8.813 -29.071 -28.938
18 H 8.106 -26.924 -28.837
19 H 9.653 -26.315 -28.691
20 H 8.437 -28.169 -26.616
21 H 8.204 -26.510 -26.684
22 H 9.499 -26.322 -24.469
23 H 11.180 -26.779 -24.408
24 H 9.974 -28.068 -24.308
25 C 19.017 -24.834 -19.305
26 O 17.830 -25.541 -19.686
27 C 17.103 -24.840 -20.681
28 C 15.699 -25.529 -20.879
29 N 15.832 -26.805 -21.605
30 C 14.534 -27.571 -21.467
31 C 14.543 -29.079 -21.825
32 O 15.594 -29.724 -21.065
33 C 15.808 -31.071 -21.532
34 H 18.840 -23.915 -18.745
35 H 19.661 -24.667 -20.168
36 H 19.644 -25.453 -18.663
37 H 17.735 -24.872 -21.568
38 H 16.904 -23.791 -20.460
39 H 15.072 -24.857 -21.464
40 H 15.216 -25.630 -19.906
41 H 16.558 -27.296 -21.102
42 H 13.848 -27.044 -22.129
43 H 14.127 -27.544 -20.456
44 H 14.593 -29.072 -22.914
45 H 13.625 -29.613 -21.580
46 H 15.926 -31.293 -22.592
47 H 14.888 -31.597 -21.278
48 H 16.497 -31.603 -20.875
49 C 8.515 -23.575 -17.299
50 O 7.966 -22.338 -16.796
51 C 8.827 -21.219 -16.868
52 C 8.324 -20.068 -15.989
53 N 8.254 -20.547 -14.620
54 C 7.927 -19.344 -13.749
55 C 7.706 -19.779 -12.273
56 O 7.065 -18.853 -11.394
57 C 7.833 -17.641 -11.254
58 H 9.125 -23.440 -18.192
59 H 7.724 -24.242 -17.642
60 H 9.156 -23.960 -16.506
61 H 8.890 -20.955 -17.923
62 H 9.834 -21.531 -16.590
63 H 7.402 -19.632 -16.374
64 H 8.987 -19.203 -16.032
65 H 7.370 -21.018 -14.494
66 H 6.967 -19.017 -14.148
67 H 8.682 -18.568 -13.870
68 H 8.712 -20.028 -11.936
69 H 7.103 -20.680 -12.162
70 H 8.813 -17.812 -10.808
71 H 7.247 -17.047 -10.553
72 H 7.863 -17.122 -12.212
73 C 16.165 -27.391 -16.997
74 O 15.099 -28.206 -16.449
75 C 15.384 -29.619 -16.880
76 C 14.237 -29.952 -17.826
77 N 12.822 -29.796 -17.251
78 C 11.929 -29.715 -18.431
79 C 10.494 -29.381 -17.954
80 O 10.473 -28.288 -17.090
81 C 9.072 -28.132 -16.793
82 H 17.112 -27.836 -16.694
83 H 16.124 -26.385 -16.579
84 H 16.151 -27.239 -18.076
85 H 15.359 -30.276 -16.011
86 H 16.295 -29.828 -17.440
87 H 14.323 -30.925 -18.309
88 H 14.387 -29.326 -18.706
89 H 12.769 -28.869 -16.855
90 H 11.910 -30.691 -18.918
91 H 12.302 -28.969 -19.133
92 H 10.221 -30.315 -17.463
93 H 9.892 -29.249 -18.853
94 H 8.588 -27.938 -17.751
95 H 8.919 -27.228 -16.203
96 H 8.681 -29.048 -16.350
97 C 11.050 -25.994 -20.073
98 O 10.627 -25.371 -21.324
99 C 11.424 -24.356 -21.830
100 C 10.940 -22.983 -21.404
101 N 9.685 -22.430 -21.951
102 C 8.447 -22.891 -21.410
103 C 7.350 -22.642 -22.439
104 O 7.349 -23.672 -23.362
105 C 6.609 -23.445 -24.553
106 H 10.179 -26.303 -19.494
107 H 11.702 -25.348 -19.485
108 H 11.612 -26.915 -20.225
109 H 11.274 -24.474 -22.903
110 H 12.493 -24.541 -21.722
111 H 11.724 -22.262 -21.636
112 H 10.880 -23.063 -20.319
113 H 9.708 -22.508 -22.957
114 H 8.106 -22.496 -20.453
115 H 8.514 -23.971 -21.280
116 H 7.346 -21.614 -22.801
117 H 6.407 -22.699 -21.895
118 H 5.530 -23.439 -24.398
119 H 6.747 -24.262 -25.262
120 H 6.868 -22.454 -24.926
121 C 10.179 -29.621 -21.899
122 O 11.373 -30.062 -22.557
123 C 11.192 -31.290 -23.243
124 C 12.497 -31.836 -23.760
125 N 12.603 -33.264 -23.899
126 C 13.830 -33.557 -24.631
127 C 14.233 -35.015 -24.588
128 O 14.838 -35.395 -23.359
129 C 15.316 -36.686 -23.509
130 H 10.320 -28.763 -21.242
131 H 9.775 -30.433 -21.293
132 H 9.362 -29.389 -22.581
133 H 10.393 -31.168 -23.974
134 H 10.789 -31.993 -22.514
135 H 13.345 -31.531 -23.147
136 H 12.666 -31.429 -24.757
137 H 12.769 -33.745 -23.027
138 H 14.644 -33.000 -24.168
139 H 13.685 -33.274 -25.674
140 H 14.953 -35.046 -25.406
141 H 13.341 -35.627 -24.721
142 H 15.896 -36.758 -24.430
143 H 14.507 -37.407 -23.622
144 H 15.927 -36.877 -22.627
145 O 13.742 -22.906 -19.470
146 H 13.439 -22.086 -19.860
147 H 13.006 -23.205 -18.936
148 O 10.220 -21.963 -24.801
149 H 9.723 -21.408 -25.401
150 H 10.595 -22.644 -25.358
151 C 5.588 -27.288 -21.286
152 C 6.454 -27.616 -22.557
153 O 6.501 -26.576 -23.485
154 O 5.895 -28.071 -20.120
155 H 4.523 -27.117 -21.437
156 H 5.948 -26.296 -21.009
157 H 6.011 -28.453 -23.097
158 H 7.444 -27.920 -22.217
159 H 6.968 -25.878 -23.021
160 H 5.382 -28.881 -20.166
161 C 4.072 -21.073 -28.306
162 C 5.503 -20.559 -27.975
163 O 6.232 -21.337 -27.047
164 O 3.420 -20.208 -29.278
165 H 3.486 -21.181 -27.392
166 H 4.126 -22.020 -28.842
167 H 5.238 -19.597 -27.537
168 H 6.191 -20.515 -28.819
169 H 7.075 -20.898 -26.913
170 H 3.969 -20.109 -30.059
171 C 5.149 -25.953 -27.213
172 C 4.386 -24.577 -27.348
173 O 3.058 -24.646 -26.944
174 O 4.310 -27.015 -27.661
175 H 5.340 -26.206 -26.170
176 H 6.034 -25.976 -27.848
177 H 4.365 -24.363 -28.416
178 H 4.894 -23.685 -26.983
179 H 2.638 -25.269 -27.542
180 H 3.615 -27.103 -27.005
181 C 11.595 -25.531 -15.248
182 C 12.800 -24.785 -15.882
183 O 12.427 -24.188 -17.148
184 O 10.744 -24.617 -14.626
185 H 11.894 -26.352 -14.597
186 H 11.101 -25.956 -16.123
187 H 13.627 -25.467 -16.076
188 H 13.210 -23.953 -15.310
189 H 12.206 -23.278 -16.937
190 H 9.869 -25.005 -14.546
191 C 9.901 -18.662 -24.703
192 C 8.522 -19.365 -25.017
193 O 8.728 -20.108 -26.147
194 O 10.350 -17.620 -25.523
195 H 10.695 -19.406 -24.645
196 H 9.762 -18.301 -23.683
197 H 7.683 -18.681 -25.148
198 H 8.271 -19.958 -24.137
199 H 8.681 -19.543 -26.922
200 H 11.073 -17.142 -25.110
201 C 11.325 -19.546 -19.451
202 C 11.064 -19.307 -20.932
203 O 9.770 -19.662 -21.310
204 O 12.188 -20.607 -19.255
205 H 10.372 -19.778 -18.976
206 H 11.693 -18.656 -18.941
207 H 11.822 -19.885 -21.459
208 H 11.172 -18.239 -21.126
209 H 9.721 -20.571 -21.615
210 H 11.974 -20.958 -18.387
211 C 3.220 -25.329 -23.487
212 C 1.746 -25.775 -23.333
213 O 0.913 -25.967 -24.480
214 O 3.167 -23.995 -23.981
215 H 3.778 -26.044 -24.092
216 H 3.613 -25.265 -22.473
217 H 1.254 -25.190 -22.556
218 H 1.770 -26.786 -22.927
219 H 0.010 -25.712 -24.278
220 H 2.936 -23.966 -24.913
221 C 3.624 -21.089 -22.063
222 C 4.062 -20.397 -20.779
223 O 4.076 -18.928 -20.888
224 O 3.320 -22.403 -21.792
225 H 4.277 -21.071 -22.936
226 H 2.768 -20.558 -22.480
227 H 5.029 -20.646 -20.343
228 H 3.271 -20.654 -20.075
229 H 3.283 -18.694 -21.376
230 H 3.543 -22.851 -22.611

Mulliken population analysis, charges in e, atoms 1 to 4:
1 C -0.72
2 O -0.34
3 C -0.75
4 C -0.47



# 6
A molecular structure, C32H33MnN7O12S2Si, computed with ωB97M-V/def2-TZVPD.

Results
ΔE to the lowest compared entry with this formula, charge and spin = 0.000 eV
net charge = -2
HOMO energy (alpha / beta) = -0.62 / -2.89 eV
<S²> = 8.81
multiplicity = 6

Element x y z (Å)
1 Mn 0.379 -1.680 -0.745
2 C -5.579 -3.372 2.564
3 Si -4.221 -2.248 3.218
4 C -4.723 -0.459 2.980
5 C -4.143 -2.489 5.095
6 C -2.570 -2.827 2.537
7 C -1.799 -3.705 3.270
8 C -0.572 -4.165 2.786
9 C -0.144 -3.656 1.583
10 N -0.862 -2.809 0.836
11 C -2.105 -2.439 1.242
12 S -3.121 -1.560 0.189
13 H -6.557 -3.099 2.967
14 H -5.380 -4.413 2.824
15 H -5.623 -3.297 1.477
16 H -5.528 -0.211 3.676
17 H -5.055 -0.285 1.959
18 H -3.886 0.215 3.170
19 H -5.079 -2.165 5.554
20 H -3.335 -1.898 5.531
21 H -3.986 -3.530 5.380
22 H -2.140 -4.039 4.244
23 H 0.042 -4.857 3.344
24 H 0.822 -3.929 1.176
25 O 1.112 -5.061 -2.754
26 C 0.552 -4.035 -2.417
27 O 1.018 -3.256 -1.485
28 C -0.746 -3.640 -3.080
29 C -1.345 -4.594 -3.870
30 C -2.536 -4.316 -4.528
31 C -3.109 -3.063 -4.443
32 C -2.494 -2.086 -3.692
33 C -1.322 -2.346 -2.921
34 O -0.838 -1.469 -2.114
35 N -3.115 -0.765 -3.745
36 O -4.273 -0.705 -4.135
37 O -2.424 0.210 -3.527
38 N -3.176 -5.336 -5.337
39 O -4.231 -5.056 -5.894
40 O -2.632 -6.428 -5.424
41 H -0.868 -5.559 -3.966
42 H -4.024 -2.836 -4.969
43 C -1.858 1.519 -0.600
44 C -0.781 1.166 0.346
45 N -0.006 0.091 0.315
46 C 0.867 0.192 1.366
47 C 0.621 1.342 2.054
48 N -0.426 1.932 1.395
49 C 1.230 1.963 3.250
50 O 2.267 1.328 3.770
51 O 0.786 2.996 3.700
52 C 1.897 -0.855 1.507
53 O 2.722 -0.798 2.431
54 O 1.842 -1.752 0.603
55 H -1.770 0.912 -1.497
56 H -1.787 2.579 -0.846
57 H -2.827 1.293 -0.154
58 H -0.743 2.873 1.575
59 H 2.497 0.493 3.248
60 C 5.021 3.734 1.758
61 C 4.902 2.990 0.434
62 C 3.540 2.327 0.306
63 N 3.447 1.544 -0.924
64 C 2.326 1.340 -1.651
65 S 2.121 -0.133 -2.495
66 N 1.417 2.319 -1.769
67 C 1.430 3.696 -1.366
68 O 0.361 4.148 -0.884
69 C 2.634 4.434 -1.551
70 C 3.696 4.018 -2.396
71 C 4.830 4.788 -2.534
72 C 4.978 5.993 -1.841
73 C 3.932 6.423 -1.016
74 C 2.783 5.678 -0.878
75 H 6.014 4.169 1.877
76 H 4.836 3.070 2.604
77 H 4.291 4.543 1.806
78 H 5.681 2.224 0.361
79 H 5.040 3.679 -0.402
80 H 2.765 3.092 0.299
81 H 3.361 1.672 1.166
82 H 4.041 0.726 -0.948
83 H 0.535 2.005 -2.158
84 H 3.606 3.094 -2.953
85 H 5.620 4.451 -3.197
86 H 5.880 6.582 -1.943
87 H 4.027 7.359 -0.477
88 H 1.971 6.013 -0.248

Mulliken population analysis, charges in e, atoms 1 to 4:
1 Mn 0.55
2 C -1.08
3 Si 0.20
4 C -0.96



Table of largest force on an atom (eV/Å), in record order: 3.0 2.7 0.6 5.0 4.0 0.7